(1)
This record from the Open Molecules 2025 dataset describes 2 unconnected molecules or ions with the total composition C14H25Cl3N3O7S. The level of theory is wB97M-V/def2-TZVPD.

Kohn-Sham gap	9.53	eV
lowest unoccupied orbital energy	-0.1196	hartree
total charge	+1

```
53
Properties=species:S:1:pos:R:3:lowdin_charge:R:1
C 3.662 -3.287 -0.614 -0.1348
C 2.010 -3.112 -0.810 -0.6422
Cl 1.063 -3.368 0.782 0.5587
C 1.590 -1.763 -1.638 -0.5597
Cl 2.357 -1.891 -3.325 0.6129
C 1.855 -0.347 -0.861 -0.3051
C 2.381 0.753 -1.961 -0.1269
O 2.476 2.146 -1.411 -0.2237
O 2.680 2.942 -2.450 -0.0608
N 2.902 -0.244 0.224 0.0952
C 2.430 -0.326 1.659 -0.1506
N 3.200 -0.648 2.750 0.1907
N 0.947 -0.028 1.521 0.0858
C 0.519 -0.045 0.039 -0.1941
C -0.399 1.282 -0.253 -0.1194
C -2.000 0.883 -0.255 -0.1939
C -2.317 0.070 -1.666 -0.2157
C -3.194 -1.295 -1.360 -0.2422
S -2.619 -2.806 -2.326 0.4859
O -1.690 -3.623 -1.367 -0.4476
O -3.894 -3.676 -2.574 -0.3988
Cl -1.561 -2.336 -4.065 0.3581
H 3.809 -3.632 0.519 0.0804
H 4.036 -4.143 -1.318 0.0922
H 4.218 -2.278 -0.834 0.0692
H 1.703 -4.034 -1.504 0.1250
H 0.410 -1.833 -1.809 0.0852
H 3.500 0.489 -2.280 0.1528
H 1.651 0.826 -2.885 0.1390
H 1.840 2.996 -3.013 0.1406
H 3.734 0.380 0.041 0.1618
H 4.205 -0.945 2.614 0.1609
H 2.829 -0.695 3.725 0.1532
H 0.300 -0.605 2.136 0.1408
H -0.300 -0.912 0.080 0.1439
H -0.248 2.001 0.688 0.1254
H -0.122 1.848 -1.251 0.1266
H -2.346 0.306 0.709 0.0929
H -2.587 1.919 -0.330 0.1289
H -2.871 0.834 -2.380 0.1311
H -1.263 -0.155 -2.168 0.0815
H -3.129 -1.596 -0.210 0.1338
H -4.343 -1.043 -1.557 0.1395
C -2.818 3.882 2.525 -0.1209
C -3.009 3.485 3.953 -0.1260
O -3.013 2.071 3.900 0.0833
C -2.337 1.715 2.768 -0.4932
O -2.004 0.573 2.496 0.0842
O -2.083 2.801 1.982 0.0226
H -2.263 4.818 2.423 0.1447
H -3.767 3.971 1.985 0.1430
H -2.182 3.813 4.592 0.1410
H -3.949 3.860 4.367 0.1452
```


(2)
This record from the Open Molecules 2025 dataset describes a molecular structure, C14H25ClIN2OOsP2. The level of theory is wB97M-V/def2-TZVPD.

Kohn-Sham gap (alpha / beta)	6.35 / 4.80	eV
ΔE to the lowest compared entry with this formula, charge and spin	367.13	kJ/mol
2S+1	5
lowest unoccupied orbital energy (alpha / beta)	-0.4419 / -0.5302	hartree
total charge	+3

```
47
Properties=species:S:1:pos:R:3:lowdin_spin:R:1
C 1.558 -2.125 -3.082 0.0118
C 0.768 -1.621 -1.926 0.0201
H 1.196 -3.234 -3.373 -0.0003
H 2.653 -2.202 -2.809 0.0006
H 1.467 -1.498 -3.989 -0.0001
O -0.253 -2.018 -1.258 0.3432
I 2.963 1.533 -1.869 0.6962
Os 1.066 0.141 -0.998 1.2488
P -1.216 0.381 -1.702 0.0599
C -2.782 -0.127 -0.772 0.0261
C -1.415 2.122 -2.369 -0.0077
H -2.468 2.312 -2.611 -0.0014
H -2.630 -0.091 -3.687 0.0014
H -0.790 2.123 -3.258 0.0002
H -0.875 -0.391 -4.039 -0.0001
H -2.549 -0.314 0.266 0.0010
H -1.020 2.840 -1.659 -0.0005
C -1.664 -0.475 -3.253 0.0033
H -3.560 0.623 -0.799 0.0021
H -1.806 -1.548 -3.002 0.0006
H -3.196 -1.046 -1.166 0.0018
P 1.618 -1.380 0.649 0.0282
C 0.510 -1.938 2.034 0.0243
C 2.404 -3.072 0.391 -0.0031
H 3.907 -0.919 1.243 0.0000
H 2.865 -0.982 2.746 -0.0007
H 2.873 0.471 1.640 -0.0005
C 3.008 -0.605 1.728 -0.0035
H 3.185 -3.053 -0.382 0.0000
H 2.842 -3.384 1.359 -0.0007
H 0.993 -1.707 2.983 0.0019
H 0.323 -3.009 1.988 0.0022
H 1.653 -3.819 0.088 0.0001
H -0.453 -1.431 2.021 0.0015
Cl 1.455 2.606 0.372 0.4978
N -3.758 4.406 1.686 0.2126
C -2.926 3.590 1.873 0.0237
C -1.871 2.652 2.100 0.1584
C -1.270 2.655 3.350 -0.0384
C -0.127 1.727 3.559 0.1648
C 0.337 1.085 2.396 0.2468
N -0.400 0.948 1.284 0.1182
C -1.314 1.889 1.088 0.1500
H -1.504 3.357 4.127 -0.0038
H 0.352 1.586 4.560 0.0051
H 1.407 0.772 2.450 0.0061
H -1.552 2.169 0.022 0.0021
```


(3)
This record from the Open Molecules 2025 dataset describes 2 unconnected molecules or ions with the total composition C14H25FN2O3S. The level of theory is wB97M-V/def2-TZVPD.

Kohn-Sham gap	10.84	eV
SMILES string	N#C[C@@H](F)[C@H](C#N)CCCCS(=O)(=O)O.CCCCCC
lowest unoccupied orbital energy	0.0031	hartree

```
46
Properties=species:S:1:pos:R:3:lowdin_charge:R:1
N 0.576 0.354 0.970 0.2215
C 1.020 -0.429 0.307 -0.1638
C 1.653 -1.573 -0.481 -0.2349
F 1.467 -1.334 -1.837 0.0086
C 3.171 -1.671 -0.106 -0.2188
C 3.461 -1.164 1.298 -0.1863
N 3.683 -0.535 2.203 0.1898
C 4.140 -1.060 -1.163 -0.1394
C 3.863 0.431 -1.521 -0.2034
C 4.700 1.457 -0.692 -0.1999
C 4.616 2.882 -1.330 -0.2207
S 2.935 3.464 -1.687 0.6025
O 2.933 4.857 -2.040 -0.2879
O 2.153 3.219 -0.505 -0.2854
O 2.225 2.648 -2.907 -0.1591
H 1.086 -2.499 -0.271 0.1585
H 3.411 -2.757 -0.066 0.1455
H 4.041 -1.679 -2.080 0.1208
H 5.195 -1.202 -0.842 0.1265
H 2.793 0.669 -1.350 0.0897
H 4.030 0.606 -2.610 0.1134
H 5.750 1.107 -0.602 0.1220
H 4.252 1.517 0.322 0.1100
H 5.013 3.590 -0.572 0.1196
H 5.246 2.976 -2.239 0.1121
H 2.875 2.148 -3.430 0.0789
C -2.550 -2.431 1.618 -0.1138
C -2.863 -1.260 0.692 -0.2729
C -3.444 -0.051 1.423 -0.2262
C -4.787 -0.297 2.115 -0.2298
C -5.909 -0.788 1.199 -0.2736
C -6.275 0.209 0.105 -0.1139
H -3.449 -2.814 2.104 0.0644
H -2.106 -3.254 1.052 0.0636
H -1.838 -2.134 2.392 0.0741
H -3.539 -1.590 -0.103 0.0989
H -1.937 -0.952 0.198 0.0796
H -3.545 0.774 0.712 0.1033
H -2.724 0.288 2.175 0.1099
H -5.104 0.636 2.594 0.1096
H -4.654 -1.019 2.926 0.0998
H -6.797 -0.976 1.810 0.1030
H -5.641 -1.747 0.747 0.0968
H -6.589 1.162 0.537 0.0749
H -7.101 -0.176 -0.497 0.0678
H -5.436 0.397 -0.567 0.0650
```


(4)
This record from the Open Molecules 2025 dataset describes a molecular structure, C14H25HfNO4P2S. The level of theory is wB97M-V/def2-TZVPD.

Kohn-Sham gap (alpha / beta)	4.72 / 4.72	eV
ΔE to the lowest compared entry with this formula, charge and spin	150.35	kJ/mol
lowest unoccupied orbital energy (alpha / beta)	-0.3577 / -0.3579	hartree
total charge	+2

```
48
Properties=species:S:1:pos:R:3:lowdin_charge:R:1
Hf 0.801 0.032 -0.953 1.1229
H -3.918 -0.351 -2.566 0.0140
H -3.984 0.372 -2.369 0.0117
P 0.204 -2.277 -1.764 0.6643
P 0.198 2.349 -2.102 0.7017
C 1.602 3.312 -1.504 -0.2059
H 1.452 4.360 -1.789 0.0868
H 1.694 3.243 -0.416 0.0659
H 2.531 2.953 -1.954 0.0621
C -0.113 3.067 -3.731 -0.2055
H -1.147 2.862 -4.039 0.0753
H 0.036 4.158 -3.666 0.0841
H 0.568 2.647 -4.479 0.0693
C -1.222 2.957 -1.167 -0.2132
H -1.060 2.835 -0.090 0.0600
H -1.358 4.022 -1.402 0.0846
H -2.131 2.412 -1.448 0.0534
C 0.026 -2.681 -3.539 -0.2400
H 0.079 -3.777 -3.641 0.0707
H -0.943 -2.309 -3.904 0.0631
H 0.837 -2.208 -4.108 0.0537
C 1.497 -3.469 -1.262 -0.2422
H 1.433 -3.646 -0.180 0.0694
H 1.315 -4.406 -1.806 0.0724
H 2.492 -3.069 -1.495 0.0333
C -1.293 -3.124 -1.123 -0.2335
H -2.191 -2.581 -1.458 0.0485
H -1.300 -4.153 -1.524 0.0787
H -1.269 -3.144 -0.023 0.0540
C 2.827 -0.399 -1.423 -0.0572
O 3.960 -0.619 -1.641 0.2084
H 0.246 0.667 -2.564 -0.0736
O 1.115 2.848 4.848 -0.2483
S 1.522 1.629 4.206 0.6677
O 2.816 1.067 4.506 -0.2522
N 1.245 1.702 2.568 0.0069
C 0.457 0.730 2.163 -0.4433
O 0.421 0.357 0.921 -0.2218
C -0.312 0.063 3.221 -0.1523
C -1.334 -0.899 3.161 -0.0094
C -1.703 -1.530 4.347 -0.0452
C -1.065 -1.199 5.555 -0.0204
C -0.070 -0.207 5.622 0.0107
C 0.287 0.390 4.420 -0.2235
H -1.839 -1.094 2.215 0.1078
H -2.511 -2.267 4.364 0.1209
H -1.331 -1.724 6.478 0.1255
H 0.430 0.102 6.539 0.1396
```


(5)
This record from the Open Molecules 2025 dataset describes a molecular structure, C14H25MnS4. The level of theory is wB97M-V/def2-TZVPD.

Kohn-Sham gap (alpha / beta)	6.20 / 4.05	eV
2S+1	6
lowest unoccupied orbital energy (alpha / beta)	-0.1712 / -0.2572	hartree
total charge	+1

```
44
Properties=species:S:1:pos:R:3:lowdin_spin:R:1
Mn 8.322 11.301 6.036 3.8893
C 4.267 11.683 5.959 0.0081
C 4.875 12.831 5.268 0.0141
S 6.570 12.406 4.700 0.0326
C 7.209 14.115 4.614 0.0138
C 8.594 14.106 4.079 0.0017
S 9.771 13.000 4.912 0.0107
C 10.301 14.038 6.405 0.0088
C 10.747 13.111 7.563 0.0238
S 9.485 11.906 8.145 0.1797
C 6.795 10.410 7.106 0.3427
C 6.068 9.375 6.305 0.0889
S 4.748 10.059 5.297 0.0596
H 3.150 11.846 5.934 0.0000
H 4.414 11.706 7.062 0.0014
H 4.857 13.716 5.879 0.0007
H 4.291 13.015 4.327 0.0006
H 7.288 14.334 5.702 0.0008
H 6.458 14.777 4.217 0.0012
H 8.979 15.139 4.172 -0.0007
H 8.619 13.871 3.012 -0.0001
H 9.371 14.648 6.520 0.0000
H 11.109 14.722 6.101 0.0003
H 10.963 13.679 8.488 0.0045
H 11.678 12.659 7.211 0.0008
H 6.238 11.221 7.520 0.0174
H 7.458 9.894 7.800 0.0196
H 5.539 8.779 7.045 0.0472
H 6.732 8.828 5.690 0.0113
C 11.191 7.286 4.973 0.0155
C 9.708 7.090 5.417 0.0273
C 8.879 6.604 4.216 0.0089
C 9.565 6.212 6.669 0.0076
C 9.383 8.477 5.662 0.1971
C 9.091 9.692 5.731 -0.0429
H 11.728 6.323 4.777 0.0034
H 11.808 7.750 5.803 0.0007
H 11.347 7.938 4.059 0.0004
H 9.074 5.565 3.989 0.0013
H 9.156 7.176 3.266 0.0001
H 7.761 6.631 4.396 0.0002
H 9.565 5.145 6.371 0.0008
H 8.651 6.525 7.239 0.0006
H 10.426 6.357 7.383 0.0000
```


(6)
This record from the Open Molecules 2025 dataset describes a molecular structure, C14H25N3O5PrSSi. The level of theory is wB97M-V/def2-TZVPD.

Kohn-Sham gap (alpha / beta)	8.18 / 8.23	eV
ΔE to the lowest compared entry with this formula, charge and spin	102.49	kJ/mol
2S+1	3
lowest unoccupied orbital energy (alpha / beta)	-0.0984 / -0.0970	hartree
total charge	+1

```
50
Properties=species:S:1:pos:R:3:lowdin_spin:R:1
Pr -1.200 -0.509 -0.121 2.0298
O -3.880 -1.424 3.459 0.0002
C -3.437 -0.417 2.783 0.0005
O -2.331 -0.373 2.260 -0.0016
C -4.601 0.534 2.607 0.0000
O -4.405 1.615 1.752 -0.0001
C -4.748 1.335 0.389 -0.0001
C -3.534 0.833 -0.396 -0.0003
O -2.558 1.578 -0.612 -0.0033
O -3.498 -0.390 -0.862 -0.0055
H -3.127 -1.895 3.844 0.0000
H -4.912 0.887 3.598 0.0000
H -5.351 -0.037 2.137 0.0000
H -5.010 2.298 -0.038 0.0000
H -5.610 0.665 0.392 0.0000
C 5.566 1.992 0.204 0.0000
Si 4.173 1.077 -0.612 -0.0001
C 3.542 2.006 -2.083 0.0000
C 4.611 -0.695 -1.165 -0.0004
C 2.796 1.063 0.695 0.0003
C 2.781 1.982 1.696 0.0001
C 1.660 2.159 2.528 0.0000
C 0.595 1.322 2.389 -0.0002
N 0.573 0.351 1.411 -0.0048
C 1.626 0.249 0.571 -0.0001
S 1.493 -1.025 -0.644 -0.0077
H 6.418 2.162 -0.513 0.0000
H 5.987 1.400 1.032 0.0000
H 5.253 2.960 0.524 0.0000
H 4.099 1.613 -2.979 0.0000
H 3.812 3.059 -1.976 0.0000
H 2.495 1.887 -2.200 0.0000
H 5.663 -0.663 -1.499 0.0000
H 3.980 -1.000 -2.040 -0.0001
H 4.519 -1.447 -0.348 -0.0001
H 3.574 2.699 1.774 0.0000
H 1.659 2.872 3.286 0.0000
H -0.355 1.473 2.962 0.0000
N -1.745 -3.014 -0.345 -0.0040
C -1.364 -3.476 -1.764 0.0002
C -1.793 -2.536 -2.894 0.0000
N -1.208 -1.214 -2.608 -0.0030
H -1.395 -3.693 0.287 0.0000
H -2.749 -3.051 -0.314 0.0000
H -1.773 -4.487 -2.014 0.0000
H -0.291 -3.550 -1.784 0.0000
H -2.870 -2.419 -2.968 0.0000
H -1.431 -2.947 -3.853 -0.0001
H -1.505 -0.504 -3.231 0.0001
H -0.194 -1.304 -2.715 0.0001
```


(7)
This record from the Open Molecules 2025 dataset describes 3 unconnected molecules or ions with the total composition C14H25O12PS. The level of theory is wB97M-V/def2-TZVPD.

Kohn-Sham gap	7.52	eV
ΔE to the lowest compared entry with this formula, charge and spin	155.34	kJ/mol
lowest unoccupied orbital energy	0.0107	hartree

```
53
Properties=species:S:1:pos:R:3:lowdin_charge:R:1
C 2.109 -2.222 -0.613 -0.3261
P 1.724 -0.348 -0.550 0.8169
C 3.429 0.595 -0.528 -0.3061
O 0.801 0.199 -1.922 -0.6098
S -0.867 -0.163 -1.757 0.9450
O -0.949 -1.715 -2.034 -0.4791
O -1.398 0.101 -0.122 -0.3325
H 3.103 -2.494 -1.190 0.0460
H 1.214 -2.848 -1.048 0.0402
H 2.299 -2.560 0.516 0.0588
H 4.173 0.203 -1.349 0.0490
H 3.148 1.743 -0.700 0.0565
H 3.915 0.420 0.539 0.0352
H -2.412 0.119 -0.212 0.0859
C -6.045 2.569 -3.641 -0.0156
C -4.735 2.870 -2.939 -0.3426
C -3.788 3.663 -3.786 -0.1108
O -2.528 3.308 -3.247 0.0927
C -2.671 2.035 -2.765 -0.4143
O -1.745 1.311 -2.451 -0.0869
O -3.994 1.687 -2.689 0.1090
H -6.774 2.170 -2.928 0.0895
H -6.470 3.472 -4.092 0.0945
H -5.916 1.808 -4.419 0.0971
H -4.925 3.364 -1.978 0.1659
H -3.960 4.740 -3.706 0.1487
H -3.805 3.375 -4.842 0.1475
C 7.882 2.282 4.149 -0.0220
C 7.183 1.705 2.934 -0.3521
C 5.696 1.633 3.095 -0.1155
O 5.345 0.581 2.215 0.0224
C 6.426 -0.258 2.183 -0.5003
O 6.407 -1.386 1.731 0.1414
O 7.528 0.344 2.732 0.0873
H 8.929 2.502 3.916 0.0856
H 7.405 3.213 4.476 0.0912
H 7.887 1.572 4.983 0.0946
H 7.463 2.266 2.034 0.1622
H 5.201 2.566 2.809 0.1466
H 5.381 1.356 4.106 0.1451
C -2.554 -2.958 0.320 -0.0363
C -3.559 -3.488 1.324 -0.3487
C -4.462 -4.536 0.749 -0.1220
O -5.611 -4.430 1.568 0.0593
C -5.665 -3.123 1.972 -0.5074
O -6.637 -2.602 2.484 0.1310
O -4.480 -2.484 1.719 0.0826
H -1.795 -2.353 0.827 0.0801
H -2.044 -3.776 -0.199 0.0956
H -3.032 -2.308 -0.420 0.0765
H -3.043 -3.851 2.222 0.1614
H -4.027 -5.538 0.810 0.1434
H -4.756 -4.334 -0.286 0.1435
```


(8)
This record from the Open Molecules 2025 dataset describes a molecular structure, C14H26BN2PSr. The level of theory is wB97M-V/def2-TZVPD.

Kohn-Sham gap (alpha / beta)	5.41 / 6.44	eV
ΔE to the lowest compared entry with this formula, charge and spin	152.16	kJ/mol
lowest unoccupied orbital energy (alpha / beta)	-0.0678 / -0.0830	hartree

```
45
Properties=species:S:1:pos:R:3:lowdin_charge:R:1
C -2.668 0.542 -3.119 -0.0583
C -2.491 -0.711 -2.504 -0.0123
C -1.770 -0.752 -1.277 -0.2451
C -1.335 0.447 -0.757 -0.1427
C -1.432 1.678 -1.368 -0.2954
C -2.151 1.737 -2.582 -0.0185
C -1.543 -2.083 -0.541 -0.1306
C -0.082 -2.647 -0.396 -0.1842
N 1.031 -1.697 -0.244 -0.4859
Sr -0.016 -0.068 1.113 0.9765
C -0.715 2.894 -0.765 -0.3091
P 0.960 2.318 -0.203 0.7487
H -2.886 -1.650 -2.919 0.1221
H -2.263 2.712 -3.070 0.1212
H -3.221 0.585 -4.054 0.1064
H -1.220 3.252 0.151 0.0754
H -0.592 3.710 -1.496 0.0906
H -1.994 -2.054 0.483 0.1026
H -2.066 -2.875 -1.095 0.1168
H -0.065 -3.289 0.505 0.1235
C 1.673 3.659 0.851 -0.2852
C 1.950 2.381 -1.791 -0.2793
H 0.182 -3.205 -1.307 0.1252
C 1.537 -1.088 -1.469 -0.0842
C 2.077 -2.148 0.675 -0.1097
H -0.689 1.810 2.175 -0.0605
H 2.039 -1.909 -2.002 0.0984
H 0.711 -0.676 -2.069 0.0888
H 2.265 -0.288 -1.239 0.0755
H 2.674 -2.889 0.125 0.0981
H 2.733 -1.322 1.001 0.0723
H 1.625 -2.594 1.582 0.0919
H 1.960 3.432 -2.157 0.0455
H 2.975 2.007 -1.555 0.0451
H 1.481 1.686 -2.527 0.0380
H 1.823 4.569 0.242 0.0423
H 0.972 3.808 1.695 0.0278
H 2.631 3.256 1.247 0.0451
H 1.633 0.430 2.591 -0.0228
B -0.990 -2.312 5.173 -0.4409
C -0.877 -1.886 3.754 -0.2698
N -0.825 -1.589 2.630 -0.0857
H -2.106 -2.008 5.516 0.0152
H -0.152 -1.670 5.760 0.0157
H -0.785 -3.502 5.233 0.0118
```